Record 1
Entry from the OMol25 dataset: C8H18O in the gas phase in a non-equilibrium geometry (ωB97M-V/def2-TZVPD).

Properties
Spin multiplicity: 1
Kohn-Sham gap (eV): 10.531
Structure (SMILES): CC(C)(C)C(C)(C)CO
E_LUMO (hartree): 0.0265
ΔE to the lowest compared entry with this formula, charge and spin (kcal/mol): 10.2

CARTESIAN COORDINATES (ANGSTROEM)
C -0.47321 0.20137 -0.56504
C 0.50358 -0.16643 0.77842
C 0.53558 0.19936 -1.68101
C -1.54749 -0.86451 -0.76538
C -1.12107 1.57476 -0.43266
C -0.30089 0.18888 2.03314
C 1.81719 0.61938 0.83274
C 0.83282 -1.66068 0.83058
O -0.21934 0.44223 -2.97460
H -0.73005 -0.34969 -3.17790
H 1.20448 1.05559 -1.64342
H 1.07109 -0.74900 -1.78047
H -1.12590 -1.79924 -1.12950
H -2.07118 -1.06232 0.16757
H -1.51618 1.86370 -1.40528
H -0.40003 2.33001 -0.13099
H -1.94083 1.55380 0.28164
H -2.28449 -0.51261 -1.48610
H -1.28374 -0.27707 2.03270
H -0.42755 1.26379 2.13288
H 0.22812 -0.16444 2.91913
H 2.52899 0.26811 0.08942
H 2.28735 0.48031 1.80722
H 1.65248 1.68496 0.68952
H 1.36054 -1.99277 -0.06080
H -0.06229 -2.26515 0.95474
H 1.48204 -1.86234 1.68344

Results of the Löwdin charge analysis, in e, for atoms 1 through 8: C -0.466; C -0.505; C -0.165; C -0.049; C -0.046; C -0.070; C -0.066; C -0.065

=====

Record 2
Entry from the OMol25 dataset: a molecular structure, C35H53InN5O6 in a non-equilibrium geometry (ωB97M-V/def2-TZVPD).

Properties
Spin multiplicity: 1
Kohn-Sham gap (alpha / beta) (eV): 6.936 / 3.749
E_LUMO (alpha / beta) (hartree): -0.1306 / -0.2186
Net charge: +1

CARTESIAN COORDINATES (ANGSTROEM)
In -0.25288 -1.44235 0.76710
C 3.34597 -0.87943 -4.01600
C 2.26877 -0.75526 -2.96489
C 1.42910 0.51312 -2.93153
C 0.16216 0.75195 -3.84959
C -0.20732 2.25168 -3.62118
C 0.42562 0.62092 -5.37910
N -0.97147 -0.15138 -3.50759
C -1.08244 -0.56053 -2.08374
C -2.31647 -1.40632 -1.77195
N -2.24575 -2.14216 -0.40256
C -3.24438 -1.54659 0.60946
C -2.86148 -1.61135 2.12757
O -3.74630 -1.64058 2.97836
O -1.53453 -1.67770 2.43571
C -2.48178 -3.59207 -0.60002
C -3.93982 -3.96160 -0.91116
C -2.02509 -4.39049 0.59793
C -0.57291 -5.01437 0.56709
C -0.28922 -5.53857 1.96721
C -0.44669 -6.23615 -0.36686
N 0.49092 -3.94934 0.25134
C 1.17590 -3.97482 -1.01856
C 2.04938 -2.69988 -1.34129
N 1.64169 -2.05192 -2.63127
C 1.39644 -2.96442 -3.73420
C -0.08872 -3.37921 -3.86490
O -0.42443 -4.56452 -3.47795
O -0.86716 -2.52549 -4.45703
H 4.05818 0.03553 -4.08793
H 2.93646 -0.97206 -5.07166
H 4.02896 -1.76570 -3.94758
H 2.83730 -0.48820 -2.02615
H 2.02919 1.35716 -3.26721
H 1.18114 0.69555 -1.93011
H 0.60697 2.92817 -3.96699
H -0.28748 2.61535 -2.58346
H -1.21528 2.50244 -4.12572
H 0.99204 1.49857 -5.66534
H -0.51106 0.74943 -5.97695
H 0.85935 -0.38386 -5.60255
H -1.89740 0.26254 -3.84418
H -0.81781 -1.22438 -4.05058
H -0.94072 0.27931 -1.37380
H -0.19234 -1.25189 -1.96124
H -2.16450 -2.13977 -2.55959
H -3.17621 -0.74247 -1.91593
H -4.21159 -2.05953 0.41403
H -3.43397 -0.48030 0.40475
H -1.78606 -3.78970 -1.49253
H -4.41488 -4.29245 0.01991
H -4.02594 -4.73581 -1.65201
H -4.52345 -3.10885 -1.28760
H -2.66801 -5.28558 0.66875
H -2.03294 -3.84478 1.50788
H -1.13509 -6.18670 2.23680
H -0.26529 -4.72261 2.76178
H 0.66142 -6.09631 1.91780
H -1.16767 -7.03002 -0.03162
H 0.54548 -6.63605 -0.36588
H -0.73598 -5.92921 -1.33847
H 1.20619 -4.00704 1.00581
H 0.56962 -4.18146 -1.90833
H 1.81953 -4.89854 -1.05430
H 3.06218 -3.12382 -1.42025
H 1.97961 -1.94984 -0.55052
H 1.95366 -3.91192 -3.56532
H 1.78823 -2.50180 -4.71463
C 4.02335 6.85763 5.36936
C 2.95068 6.66572 4.32718
C 2.34805 7.83941 3.85579
C 1.11021 7.75526 3.22526
C 0.57982 6.55625 2.81527
C 1.22633 5.36124 3.15855
N 0.72118 4.16753 2.76215
C -0.58331 3.68623 3.00118
C -1.48520 4.32971 3.82533
C -2.69104 3.76421 4.10023
C -3.09356 2.51980 3.62801
C -2.23954 1.90532 2.71311
C -1.00340 2.48624 2.34371
C -0.11110 1.65358 1.46334
O 1.08329 1.98150 1.30247
O -0.77407 0.66357 0.90979
C 2.47728 5.40734 3.91271
C 3.15010 4.05641 4.10899
H 3.61092 7.10984 6.36049
H 4.65021 7.67161 4.94780
H 4.65305 5.97639 5.44728
H 2.84417 8.77911 3.98165
H 0.53979 8.66558 3.00716
H -0.40704 6.43283 2.38234
H 1.25946 3.52227 2.22887
H -1.22853 5.31686 4.25740
H -3.41765 4.38396 4.65528
H -4.03509 1.95274 3.92750
H -2.44172 0.91423 2.45014
H 2.92175 3.60221 5.09941
H 4.27761 4.08785 4.07575
H 2.78502 3.26301 3.38706

Results of the Löwdin charge analysis, in e, for atoms 1 through 8: In 1.045; C -0.072; C -0.353; C -0.080; C -0.482; C -0.047; C -0.010; N 0.043

=====

Record 3
Entry from the OMol25 dataset: C5H10O in the gas phase in a non-equilibrium geometry (ωB97M-V/def2-TZVPD).

Properties
Spin multiplicity: 1
Kohn-Sham gap (eV): 10.550
Structure (SMILES): C[C@@H]1OC[C@@H]1C
E_LUMO (hartree): 0.0378
ΔE to the lowest compared entry with this formula, charge and spin (kcal/mol): 51.2

CARTESIAN COORDINATES (ANGSTROEM)
C 1.41082 -0.89848 -0.11025
C 0.63131 0.23866 0.52230
C 0.57247 1.57620 -0.26898
C -0.90422 0.26398 0.51842
C -1.71293 -0.79817 -0.27180
H 1.18285 -1.02865 -1.15265
H 1.29506 -1.86112 0.34252
H 2.47273 -0.66475 -0.05509
H 0.91931 0.40101 1.57025
H 1.17828 2.51668 0.14019
H 0.91533 1.46207 -1.41439
H -1.33572 0.39662 1.55305
H -1.43118 -0.75640 -1.42883
H -2.88941 -0.59355 0.05884
H -1.41319 -1.86865 0.11718
O -0.89149 1.61457 -0.12076

Results of the Löwdin charge analysis, in e, for atoms 1 through 8: C -0.075; C -0.315; C -0.153; C -0.356; C -0.071; H 0.068; H 0.066; H 0.079